C3H11N2O | ωB97M-V/def2-TZVPD

Properties
- Energy: -8311.6404 eV
- LUMO energy: -3.1 eV
- Largest force on an atom: 0.027 hartree/bohr
- Energy relative to the best compared isomer or geometry (same formula, charge and spin): 14.6 kJ/mol

Geometry as ORCA input:
```
! RIJCOSX wB97M-V def2-TZVPD def2/J DEFGRID3
* xyz 1 1
C -1.967 -1.674 -0.051
C -0.808 -1.030 -0.726
O -0.242 -0.026 -0.278
N -0.291 -1.647 -1.807
H -2.646 -2.083 -0.799
H -2.471 -1.039 0.665
H 0.628 -1.377 -2.117
H -0.548 -2.578 -2.097
H -1.609 -2.534 0.522
C 1.324 2.245 1.981
N 1.669 1.745 0.603
H 2.652 1.486 0.583
H 1.527 2.426 -0.148
H 1.050 0.991 0.251
H 2.073 1.902 2.631
H 0.409 1.763 2.295
H 1.236 3.321 1.974
*
```

---

C3H11N2O | ωB97M-V/def2-TZVPD

Properties
- Energy: -8310.8171 eV
- LUMO energy: -3.5 eV
- Largest force on an atom: 0.046 hartree/bohr
- Energy relative to the best compared isomer or geometry (same formula, charge and spin): 94.1 kJ/mol

Geometry as ORCA input:
```
! RIJCOSX wB97M-V def2-TZVPD def2/J DEFGRID3
* xyz 1 1
C -1.003 2.335 1.020
C -0.161 1.081 0.855
N -0.274 0.482 -0.476
C 0.565 -0.438 -0.844
N 0.788 -0.759 -2.122
H -1.032 3.049 0.203
H -0.765 2.893 1.951
H -2.055 2.116 1.302
H -0.408 0.321 1.573
H 0.882 1.392 0.896
H -1.002 0.759 -1.135
H 1.168 -1.038 -0.173
H 0.379 -0.170 -2.830
H 1.074 -1.675 -2.416
H 0.810 -3.090 1.399
H 0.296 -4.065 0.387
O 0.738 -3.192 0.411
*
```

---

C3H11N2O2 | ωB97M-V/def2-TZVPD

Properties
- Energy: -10361.1506 eV
- LUMO energy (spin up / spin down): 0.8 / -3.2 eV
- Largest force on an atom: 0.075 hartree/bohr
- Energy relative to the best compared isomer or geometry (same formula, charge and spin): 107.0 kJ/mol
- ⟨S²⟩: 0.755

Geometry as ORCA input:
```
! RIJCOSX wB97M-V def2-TZVPD def2/J DEFGRID3
* xyz 0 2
N 1.078 -3.676 0.923
C 0.622 -2.322 0.730
O 1.555 -1.536 0.043
H 1.455 -4.036 0.056
H 1.828 -3.676 1.599
H -0.321 -2.312 0.167
H 0.430 -1.909 1.719
H 1.048 -0.580 -0.145
C -1.757 2.474 0.007
N -0.955 2.282 -1.209
C 0.337 1.661 -0.878
O 0.228 0.431 -0.304
H -1.337 3.258 0.661
H -1.763 1.568 0.646
H -2.753 2.832 -0.284
H -1.427 1.555 -1.736
H 0.818 2.380 -0.195
H 0.914 1.606 -1.798
*
```

---

C3H11N2O2S | ωB97M-V/def2-TZVPD

Properties
- Energy: -21194.5997 eV
- LUMO energy: -3.1 eV
- Largest force on an atom: 0.027 hartree/bohr
- Energy relative to the best compared isomer or geometry (same formula, charge and spin): 11.1 kJ/mol

Geometry as ORCA input:
```
! RIJCOSX wB97M-V def2-TZVPD def2/J DEFGRID3
* xyz 1 1
N -3.062 -1.110 -0.788
C -1.794 -1.245 -0.345
O -0.870 -1.502 -1.289
O -1.483 -1.172 0.832
H -3.225 -0.780 -1.728
H -3.711 -0.744 -0.103
H -1.297 -1.890 -2.067
C 1.781 0.545 0.973
C 1.004 1.476 0.038
S 1.761 3.132 0.108
N 1.231 -0.848 0.761
H 1.638 0.809 2.017
H 2.834 0.546 0.698
H -0.029 1.511 0.389
H 1.030 1.114 -0.989
H 0.854 3.723 -0.703
H 1.699 -1.435 1.453
H 1.466 -1.229 -0.152
H 0.174 -0.902 0.897
*
```

---

C3H11N2O3 | ωB97M-V/def2-TZVPD

Properties
- Energy: -12407.1382 eV
- LUMO energy: -2.4 eV
- Largest force on an atom: 0.016 hartree/bohr
- Energy relative to the best compared isomer or geometry (same formula, charge and spin): 0.0 kJ/mol

Geometry as ORCA input:
```
! RIJCOSX wB97M-V def2-TZVPD def2/J DEFGRID3
* xyz 1 1
C 0.603 -1.675 0.552
C 1.904 -1.286 0.590
N 1.974 -0.123 -0.138
C 0.764 0.184 -0.601
N -0.080 -0.748 -0.191
H 0.201 -2.547 1.016
H 2.771 -1.794 0.974
H 2.818 0.432 -0.279
H 0.555 1.036 -1.224
H -1.107 -0.756 -0.360
H -3.099 -1.196 -1.114
H -3.515 -0.025 -0.149
O -2.759 -0.565 -0.473
H -4.484 1.293 1.399
H -5.627 1.344 0.369
O -4.813 0.882 0.593
H 4.645 1.850 0.466
H 4.806 2.181 -1.010
O 4.443 1.512 -0.417
*
```

---

C3H11N2OS | ωB97M-V/def2-TZVPD

Properties
- Energy: -19152.9986 eV
- LUMO energy: 3.9 eV
- Largest force on an atom: 0.035 hartree/bohr
- Energy relative to the best compared isomer or geometry (same formula, charge and spin): 64.0 kJ/mol

Geometry as ORCA input:
```
! RIJCOSX wB97M-V def2-TZVPD def2/J DEFGRID3
* xyz -1 1
N -0.987 -1.029 -0.505
C 0.182 -0.305 0.002
C 1.488 -0.982 -0.284
S 1.786 -1.189 -2.082
C -0.088 -0.089 1.505
N -0.773 1.184 1.848
H -0.803 -1.538 -1.364
H -1.422 -1.664 0.138
H 0.125 0.676 -0.498
H 2.359 -0.467 0.200
H 1.595 -1.893 0.298
H -0.624 -0.916 1.978
H 0.869 -0.102 2.046
H -1.764 1.012 1.906
H -0.702 1.792 1.044
H -0.135 1.664 -2.747
H -0.624 1.566 -1.419
O -0.483 2.280 -2.067
*
```

---

C3H11N2S2 | ωB97M-V/def2-TZVPD

Properties
- Energy: -27934.3755 eV
- LUMO energy: -3.4 eV
- Largest force on an atom: 0.010 hartree/bohr
- Energy relative to the best compared isomer or geometry (same formula, charge and spin): 1.8 kJ/mol

Geometry as ORCA input:
```
! RIJCOSX wB97M-V def2-TZVPD def2/J DEFGRID3
* xyz 1 1
N -1.137 -2.111 0.083
C -1.061 -2.305 -1.218
N -0.353 -1.578 -2.035
H -0.618 -1.355 0.525
H -1.992 -2.401 0.533
H -1.590 -3.153 -1.640
H -0.346 -1.810 -3.017
H 0.176 -0.762 -1.689
C -0.728 1.756 -0.094
S 0.849 1.184 -0.812
S 1.706 0.192 0.736
C 1.990 1.506 1.961
H -1.249 0.967 0.446
H -0.523 2.599 0.556
H -1.368 2.046 -0.928
H 2.373 2.413 1.497
H 1.081 1.711 2.515
H 2.789 1.102 2.582
*
```

---

C3H11N3 | ωB97M-V/def2-TZVPD

Properties
- Energy: -7756.6700 eV
- LUMO energy (spin up / spin down): 4.1 / 4.0 eV
- Largest force on an atom: 0.102 hartree/bohr
- Energy relative to the best compared isomer or geometry (same formula, charge and spin): 146.6 kJ/mol
- ⟨S²⟩: 0.751

Geometry as ORCA input:
```
! RIJCOSX wB97M-V def2-TZVPD def2/J DEFGRID3
* xyz -1 2
C 1.275 -1.369 0.878
C 1.195 -0.444 2.185
N 1.734 0.861 1.847
H 2.209 -1.837 0.721
H 0.628 -2.212 1.024
H 0.811 -0.940 0.041
H 0.090 -0.441 2.335
H 1.649 -0.904 3.085
H 1.013 1.553 1.750
H 2.010 1.192 2.804
N -2.397 0.120 -1.604
C -1.678 0.637 -2.681
N -1.770 1.509 -3.579
H -1.887 -0.533 -1.074
H -3.371 0.343 -1.424
H -0.615 0.478 -2.380
H -0.894 1.986 -3.930
*
```

---

Which formula does entry 8 have? C3H11N3

---

Look up the largest force on an atom of the fifth one. 0.016 hartree/bohr